--- A ---
The following is a quantum chemistry calculation of C2H3O2P in the gas phase, from the Open Molecules 2025 dataset.

```
8
Properties=species:S:1:pos:R:3:lowdin_charge:R:1
C -2.687 -0.360 0.171 0.09
C -1.506 -0.094 0.217 -0.21
O -0.140 0.402 0.155 -0.36
P 1.122 -0.782 0.127 0.88
O 2.292 0.412 0.341 -0.34
H -3.598 -0.585 -0.251 0.00
H 1.392 -0.817 -1.283 -0.05
H 3.085 0.018 0.047 0.00
```

highest occupied orbital energy = -9.6 eV
LUMO level = 0.3875 eV
SMILES = C#COPO



--- B ---
The following is a quantum chemistry calculation of C2H3O2P in the gas phase, from the Open Molecules 2025 dataset.

```
8
Properties=species:S:1:pos:R:3:lowdin_charge:R:1
H 2.600 0.301 -1.379 -0.12
P 2.395 -0.348 -0.040 0.81
C 0.780 -0.007 0.354 -0.59
O -0.333 0.683 -0.069 -0.10
C -1.589 0.074 -0.051 -0.32
O -1.764 -1.067 0.199 0.09
H 0.410 -0.410 1.301 0.05
H -2.499 0.773 -0.314 0.18
```

highest occupied orbital energy = -9.6 eV
LUMO level = 0.0042 eV
SMILES = [H]/P=C\OC=O



Winner for stability: B



--- A ---
The following is a quantum chemistry calculation of a molecular structure, C3H5N, from the Open Molecules 2025 dataset.

```
9
Properties=species:S:1:pos:R:3:lowdin_charge:R:1
C -0.384 0.006 0.338 -0.53
C 0.199 1.312 0.160 0.02
C 0.686 0.109 -0.659 -0.16
N -1.053 -1.098 0.701 0.11
H -0.657 1.957 0.338 0.08
H 0.063 -0.611 1.308 0.24
H -0.982 -1.753 -0.075 0.08
H 1.720 -0.072 -0.401 0.08
H 0.409 0.150 -1.710 0.09
```

highest occupied orbital energy = -8.0 eV
LUMO level = 0.2670 eV



--- B ---
The following is a quantum chemistry calculation of 2 unconnected molecules or ions with the total composition C3H5N, from the Open Molecules 2025 dataset.

```
9
Properties=species:S:1:pos:R:3:lowdin_charge:R:1
C -0.448 1.466 -1.760 0.00
C 0.116 0.436 -1.548 -0.06
C 0.442 -1.405 0.741 -0.11
N -0.285 -0.516 1.326 -0.06
H -0.892 2.382 -1.966 0.00
H -1.291 -0.495 1.354 0.08
H 0.917 -0.310 -1.489 0.03
H 1.507 -1.532 1.091 0.01
H -0.067 -0.026 2.251 0.12
```

highest occupied orbital energy = -8.0 eV
LUMO level = 0.9984 eV



Winner for stability: B



--- A ---
The following is a quantum chemistry calculation of a molecular structure, C3H5N, from the Open Molecules 2025 dataset.

```
9
Properties=species:S:1:pos:R:3:lowdin_charge:R:1
C 0.116 -1.124 -0.663 -0.14
C 0.362 -0.421 0.646 -0.16
C -0.703 0.463 0.043 -0.18
N -0.775 -0.241 -1.108 0.05
H 0.438 -2.041 -1.118 0.09
H 0.098 -0.960 1.558 0.10
H 1.344 0.037 0.762 0.10
H -1.308 1.285 0.372 0.06
H 0.429 3.001 -0.493 0.07
```

highest occupied orbital energy (spin up / spin down) = -10.3 / -7.9 eV
LUMO level (spin up / spin down) = 0.0369 / -0.2467 eV



--- B ---
The following is a quantum chemistry calculation of C3H5N in the gas phase, from the Open Molecules 2025 dataset.

```
9
Properties=species:S:1:pos:R:3:lowdin_charge:R:1
C 2.151 0.317 0.027 0.07
C -0.102 -0.762 -0.070 -0.15
C -1.273 0.253 0.109 -0.08
N 1.114 -0.236 -0.147 -0.08
H 2.999 0.399 -0.597 0.03
H -0.035 -1.598 0.490 0.05
H -1.123 1.116 -0.504 0.05
H -1.518 0.548 1.091 0.05
H -2.212 -0.038 -0.399 0.06
```

highest occupied orbital energy = -7.7 eV
LUMO level = 1.1661 eV



Winner for stability: B



--- A ---
The following is a quantum chemistry calculation of a molecular structure, C3H5N, from the Open Molecules 2025 dataset.

```
9
Properties=species:S:1:pos:R:3:lowdin_charge:R:1
C 1.116 0.914 -0.431 -0.13
C 0.256 -0.241 -0.353 -0.40
C -0.904 -0.377 0.575 -0.10
N 0.295 0.834 -1.380 0.13
H 1.933 1.466 -0.036 0.10
H 0.910 -1.409 -0.803 0.19
H -1.752 -0.852 0.081 0.07
H -1.213 0.622 0.890 0.08
H -0.641 -0.957 1.457 0.07
```

highest occupied orbital energy = -9.9 eV
LUMO level = 1.1937 eV



--- B ---
The following is a quantum chemistry calculation of C3H5N in the gas phase, from the Open Molecules 2025 dataset.

```
9
Properties=species:S:1:pos:R:3:lowdin_charge:R:1
C -1.035 0.296 0.211 -0.10
C 0.298 0.097 -0.550 -0.32
C 1.420 -0.622 0.098 -0.11
N 1.597 0.600 0.057 0.13
H -1.720 1.147 -0.099 0.08
H -0.787 0.352 1.272 0.06
H -1.690 -0.620 0.104 0.08
H 0.245 0.215 -1.660 0.11
H 1.671 -1.466 0.568 0.07
```

highest occupied orbital energy = -9.6 eV
LUMO level = 1.2085 eV
SMILES = C[C@@H]1C=N1



Winner for stability: B



--- A ---
The following is a quantum chemistry calculation of 2 unconnected molecules or ions with the total composition H9P7S, from the Open Molecules 2025 dataset.

```
17
Properties=species:S:1:pos:R:3:lowdin_charge:R:1
P -1.418 -0.706 -1.588 0.39
P -2.591 0.646 -0.300 -0.13
P -3.407 -0.404 1.381 0.36
P -1.251 1.833 0.854 0.09
P 0.344 1.708 -0.463 0.02
P 1.836 2.881 0.628 0.32
H -1.416 0.069 -2.748 -0.16
H -2.418 -1.544 -1.950 -0.20
H -3.667 -1.773 1.023 -0.15
H -4.759 -0.126 1.517 -0.19
H 2.792 3.161 -0.517 -0.12
H 2.568 1.641 0.845 -0.22
P 2.410 -2.059 0.661 0.34
S 3.378 -0.667 -0.575 0.17
H 3.119 -1.892 1.943 -0.13
H 1.198 -1.405 1.000 -0.19
H 3.281 -1.365 -1.711 -0.21
```

highest occupied orbital energy = -8.0 eV
LUMO level = -1.0531 eV
SMILES = PP(#[PH2])P=P#[PH2].PS



--- B ---
The following is a quantum chemistry calculation of 2 unconnected molecules or ions with the total composition H9P7S, from the Open Molecules 2025 dataset.

```
17
Properties=species:S:1:pos:R:3:lowdin_charge:R:1
P 1.732 0.284 -1.649 0.33
P 2.379 -0.767 0.139 -0.08
P 2.605 0.966 1.440 0.39
P 0.558 -1.564 0.998 0.09
P -0.738 -1.459 -0.574 0.03
P -2.499 -2.303 0.386 0.35
H 1.833 -0.869 -2.431 -0.17
H 3.049 0.653 -1.940 -0.17
H 3.995 0.818 1.489 -0.18
H 2.431 0.222 2.610 -0.18
H -2.391 -3.541 -0.248 -0.18
H -3.347 -1.824 -0.609 -0.18
P -1.131 1.797 -0.062 0.29
S -3.129 1.812 0.559 0.23
H -1.371 1.952 -1.427 -0.16
H -0.924 3.166 0.099 -0.16
H -3.054 0.658 1.221 -0.26
```

highest occupied orbital energy = -8.1 eV
LUMO level = -1.2470 eV
SMILES = PP(#[PH2])P=P#[PH2].PS



Winner for stability: B